C3H6N3P | ωB97M-V/def2-TZVPD

Element x y z (Å)
1 N -0.524 0.865 0.401
2 H 1.777 0.115 1.714
3 C -2.102 -0.634 -0.221
4 C -1.786 0.742 0.086
5 P 1.794 -0.505 0.335
6 N 2.462 0.692 -0.635
7 N 0.060 -0.411 0.293
8 H 3.312 0.545 -1.205
9 H -2.482 1.512 0.240
10 C -0.874 -1.276 -0.189
11 H -3.057 -1.064 -0.348
12 H -0.973 -2.318 0.039
13 H 2.393 1.738 -0.510

## Properties
Kohn-Sham gap (Eh): 0.3795
Lowest unoccupied orbital energy (hartree): 0.0387
Total energy (Ha): -623.49702
Maximum force (eV/A): 2.8
SMILES: NPn1cccn1


C4H6O3S | ωB97M-V/def2-TZVPD

Element x y z (Å)
1 H 2.837 2.260 -0.433
2 S 1.963 -0.691 0.638
3 C 1.384 0.727 0.057
4 H -2.600 -1.803 1.178
5 H -3.204 -1.663 -0.570
6 O -1.726 1.055 1.057
7 O -1.249 -1.005 -0.107
8 H 1.803 1.592 -1.607
9 H 1.070 2.656 -0.605
10 O 3.440 -0.520 0.677
11 C 1.771 1.897 -0.666
12 H -1.930 -2.797 -0.151
13 C -2.362 -1.842 0.050
14 C -1.196 0.133 0.481

## Properties
Kohn-Sham gap (alpha / beta) (Eh): 0.3152 / 0.2878
Lowest unoccupied orbital energy (alpha / beta) (hartree): 0.0036 / -0.0093
Total energy (Ha): -779.70191
Maximum force (eV/A): 5.0


C3H8OS | ωB97M-V/def2-TZVPD

Element x y z (Å)
1 H -2.727 -1.405 0.811
2 H 1.763 -0.220 0.771
3 C 0.332 0.482 -0.905
4 O 1.344 1.794 0.986
5 C 1.608 0.710 0.101
6 H 0.484 1.617 1.449
7 C -1.781 -1.378 0.277
8 H 0.304 1.257 -1.622
9 H 2.613 1.035 -0.401
10 H 0.316 -0.335 -1.585
11 H -1.260 -2.088 0.821
12 S -1.378 0.365 -0.031
13 H -1.616 -1.833 -0.674

## Properties
Kohn-Sham gap (Eh): 0.3590
Lowest unoccupied orbital energy (hartree): 0.0324
Total energy (Ha): -592.46383
Maximum force (eV/A): 3.1
SMILES: CSCCO


C28H45BCl12N3O8 | ωB97M-V/def2-TZVPD

Element x y z (Å)
1 H -26.937 7.997 -33.767
2 H -27.956 23.839 -32.524
3 C -27.699 14.360 -29.607
4 C -29.612 18.447 -30.066
5 C -26.154 20.802 -36.503
6 H -27.959 21.856 -35.823
7 H -26.527 25.978 -30.933
8 H -28.649 12.263 -35.219
9 Cl -26.763 6.989 -25.740
10 C -32.419 15.937 -33.542
11 C -25.585 14.230 -23.652
12 H -34.779 23.403 -31.632
13 H -25.835 16.026 -22.502
14 H -24.406 16.057 -23.626
15 H -31.797 17.872 -34.169
16 H -28.596 25.254 -31.870
17 N -26.079 23.749 -28.347
18 C -26.194 16.471 -24.565
19 H -32.354 24.442 -29.991
20 O -26.459 14.183 -31.692
21 C -27.613 13.487 -36.542
22 C -25.219 21.722 -35.923
23 N -26.330 19.110 -24.625
24 Cl -26.354 6.418 -31.505
25 C -26.219 17.931 -24.611
26 H -37.580 18.937 -28.343
27 H -33.310 23.100 -29.541
28 C -28.223 12.144 -36.215
29 H -25.263 23.249 -31.380
30 H -28.241 20.154 -36.226
31 H -26.740 20.964 -33.752
32 C -29.442 7.604 -25.387
33 H -24.990 8.216 -32.140
34 Cl -34.464 25.042 -29.169
35 H -26.165 25.356 -32.514
36 H -36.469 19.387 -27.058
37 H -25.787 19.776 -36.457
38 H -32.634 16.300 -32.537
39 H -26.623 13.947 -23.478
40 O -28.237 19.960 -28.766
41 H -28.194 23.862 -30.755
42 H -35.080 18.241 -28.929
43 C -27.530 20.855 -35.789
44 H -29.372 6.690 -24.798
45 H -26.796 9.541 -33.119
46 C -25.745 23.919 -29.459
47 H -26.263 21.043 -37.560
48 Cl -28.777 8.415 -32.257
49 H -26.948 19.307 -34.402
50 O -29.498 17.153 -30.335
51 C -36.723 19.566 -28.102
52 H -33.128 23.179 -32.233
53 Cl -29.072 8.907 -24.159
54 H -25.217 13.802 -24.585
55 H -27.459 11.379 -36.073
56 Cl -35.846 19.630 -30.674
57 H -26.267 8.629 -30.829
58 C -35.489 19.249 -28.991
59 Cl -33.900 25.253 -32.608
60 H -34.658 19.858 -28.634
61 C -26.511 25.062 -31.523
62 O -28.244 15.434 -28.951
63 C -33.765 23.801 -31.604
64 O -30.573 19.182 -30.380
65 H -27.237 16.197 -24.409
66 C -28.374 18.824 -29.208
67 H -30.447 16.788 -33.873
68 O -27.257 16.222 -30.982
69 O -27.606 17.806 -29.107
70 C -33.355 24.028 -30.111
71 C -26.014 8.150 -31.775
72 N -24.466 22.501 -35.526
73 C -31.454 16.844 -34.286
74 Cl -31.553 14.405 -33.251
75 H -24.546 24.820 -30.922
76 H -28.272 14.254 -36.136
77 Cl -31.362 16.584 -36.070
78 C -27.901 24.451 -31.624
79 Cl -37.264 21.249 -28.402
80 H -30.478 7.637 -25.724
81 C -27.060 8.526 -32.822
82 C -27.043 14.918 -30.889
83 H -28.336 20.057 -33.951
84 H -25.899 16.190 -25.577
85 H -25.001 13.729 -22.881
86 H -28.591 6.776 -27.227
87 H -28.125 8.479 -26.938
88 H -26.655 13.404 -36.028
89 H -33.409 15.747 -33.956
90 C -27.363 20.315 -34.369
91 C -25.434 15.728 -23.471
92 C -25.439 24.197 -30.872
93 B -28.169 16.637 -29.861
94 C -28.294 7.506 -26.474
95 Cl -27.310 13.622 -38.288
96 O -27.719 13.154 -29.253
97 Cl -29.536 11.554 -37.260

## Properties
Kohn-Sham gap (Eh): 0.3433
Net charge: -1
Lowest unoccupied orbital energy (hartree): 0.0667
Total energy (Ha): -7407.50884
Maximum force (eV/A): 4.8